Formula: C41H67N3O4
Source: the Open Molecules 2025 dataset
Level of theory: ωB97M-V/def2-TZVPD

```
115
Properties=species:S:1:pos:R:3
C -6.115 1.526 -7.080
C -5.570 0.461 -6.006
C -4.869 1.158 -4.753
C -6.915 -0.189 -5.398
C -4.774 -0.737 -6.635
C -3.363 -0.449 -7.270
C -3.420 -0.981 -8.783
C -2.885 1.047 -7.351
C -2.184 -1.265 -6.581
C -1.010 -1.769 -7.345
C 0.100 -2.488 -6.698
C 0.105 -2.746 -5.241
O 1.219 -3.400 -4.741
C 1.190 -3.562 -3.314
C 1.482 -2.249 -2.501
O 2.881 -2.008 -2.296
C 2.983 -0.902 -1.357
C 3.499 -1.394 0.047
C 4.451 -0.339 0.802
C 5.905 -0.651 0.331
C 6.327 -0.628 -1.105
C 7.716 -0.976 -1.373
N 8.726 -1.292 -0.524
C 8.382 -1.327 0.794
C 7.016 -1.039 1.219
C 4.041 1.177 0.488
C 4.249 2.151 1.725
C 5.786 2.310 2.083
C 3.781 3.600 1.223
N 3.375 1.824 2.893
O 4.056 2.196 3.952
C 3.025 0.369 2.947
C 2.961 -0.006 4.501
C 1.594 0.026 2.374
C 4.188 -0.568 2.359
C -1.059 -2.294 -4.484
C -2.166 -1.576 -5.141
H -5.798 2.535 -6.709
H -5.635 1.373 -8.088
H -7.231 1.517 -7.162
H -3.923 0.626 -4.467
H -4.565 2.217 -4.994
H -5.597 1.197 -3.895
H -7.660 0.645 -5.252
H -7.323 -0.900 -6.174
H -6.693 -0.740 -4.447
H -5.436 -1.190 -7.434
H -4.701 -1.540 -5.841
H -3.755 -2.047 -8.844
H -4.246 -0.372 -9.267
H -2.493 -0.748 -9.361
H -2.668 1.436 -6.314
H -1.881 1.048 -7.872
H -3.543 1.736 -7.936
H -0.912 -1.627 -8.444
H 0.947 -2.837 -7.343
H 2.022 -4.283 -3.062
H 0.236 -4.077 -3.022
H 0.947 -1.393 -2.993
H 1.004 -2.399 -1.481
H 1.955 -0.461 -1.191
H 3.594 -0.094 -1.832
H 4.150 -2.302 -0.135
H 2.650 -1.750 0.683
H 5.622 -0.365 -1.926
H 7.995 -0.984 -2.464
H 9.155 -1.606 1.554
H 6.800 -1.122 2.317
H 4.652 1.616 -0.346
H 2.962 1.279 0.190
H 6.327 2.354 1.089
H 6.012 3.265 2.616
H 6.168 1.430 2.656
H 4.498 4.044 0.490
H 2.737 3.484 0.823
H 3.685 4.242 2.148
H 2.463 -1.019 4.560
H 3.989 -0.160 4.932
H 2.339 0.715 5.087
H 0.849 0.539 3.053
H 1.433 0.309 1.304
H 1.430 -1.078 2.539
H 3.824 -1.621 2.490
H 5.075 -0.391 3.015
H -1.137 -2.474 -3.390
H -3.015 -1.249 -4.489
C -2.785 2.760 6.196
C -2.964 1.336 5.607
C -4.225 0.677 6.196
C -4.058 0.222 7.643
C -2.821 -0.657 7.795
C -1.545 -0.002 7.240
N -1.729 0.534 5.859
O -1.735 -0.499 5.021
C -1.095 1.129 8.192
C -0.393 -1.023 7.317
C -3.209 1.577 4.105
H -3.263 3.518 5.572
H -3.232 2.867 7.185
H -1.732 3.041 6.260
H -4.503 -0.195 5.593
H -5.069 1.370 6.134
H -3.999 1.084 8.314
H -4.943 -0.341 7.952
H -2.684 -0.904 8.852
H -3.004 -1.608 7.283
H -0.239 1.671 7.781
H -0.786 0.720 9.157
H -1.878 1.849 8.418
H -0.618 -1.949 6.786
H -0.191 -1.303 8.352
H 0.527 -0.603 6.901
H -2.340 2.044 3.633
H -4.064 2.241 3.960
H -3.441 0.658 3.563
```

## Properties
- frontier orbital gap (spin up / spin down) (eV) = 8.68 / 8.07
- <S²> = 2.008
- LUMO level (spin up / spin down) (Ha) = 0.0168 / -0.0055
- highest occupied orbital energy (spin up / spin down) (Eh) = -0.30206 / -0.30206
- 2S+1 = 3

Results of the Mulliken charge analysis, in e, for atoms 1 through 8: C -1.40; C 2.23; C -1.33; C -1.78; C -1.88; C 2.51; C -1.86; C -1.57